1.
Below is a structure of composition C22H26IIrN4SSe2 at a distorted geometry, with properties calculated with ωB97M-V with the def2-TZVPD basis set.

The energy above the lowest of the compared OMol25 structures with the same formula, charge and spin is 243.23 kJ/mol. The frontier orbital gap (alpha / beta) is 5.196 / 3.725 eV. The HOMO energy (alpha / beta) comes out at -15.27 / -15.27 eV.

Structure (ORCA input):
```
! RIJCOSX wB97M-V def2-TZVPD def2/J DEFGRID3
* xyz 3 2
Ir 0.3623 0.2104 0.2980
I -0.0244 2.9015 -0.0843
Se -3.6789 1.1343 -1.0055
Se -1.4405 0.6018 -3.5636
S -1.9226 -0.2738 1.3553
N -2.7089 -2.7342 1.8821
N -1.1132 -2.5688 0.2420
N -0.1320 -1.8405 -0.3770
N 1.6872 -0.2326 -1.3984
C -1.9060 -1.9841 1.1578
C 0.5177 -2.3301 -1.3811
C 1.4399 3.3130 1.3998
C 1.7314 0.8459 1.7169
C -1.5245 2.4891 -3.9993
C 2.0371 2.1988 2.0072
C -3.3546 0.1778 -3.6958
C 3.6597 0.1548 -2.6810
C 3.6841 1.4176 3.6402
C 2.5582 -1.9625 -2.7818
C 3.0260 2.4875 2.9954
C 3.5983 -1.1339 -3.1822
C -5.5057 1.2703 -0.4107
C 2.7103 4.8741 2.6655
C 3.3723 0.1206 3.3348
C 2.3896 -0.1610 2.3698
C -3.9223 -0.2635 -2.3613
C 1.6113 -1.4921 -1.8829
C 2.6822 0.5613 -1.7834
C 1.7393 4.6139 1.6851
C 0.1961 -3.6582 -1.9764
C 3.3292 3.8334 3.3060
H -6.1106 1.6037 -1.2559
H 4.4425 1.6415 4.3788
H -2.6929 -3.7456 1.8716
H 2.6984 1.5591 -1.3647
H -3.3053 -2.2936 2.5688
H 1.2465 5.4314 1.1750
H -3.4762 -0.6269 -4.4191
H -1.8197 2.6083 -5.0378
H 0.6614 -4.4610 -1.3939
H 4.4560 0.8299 -2.9608
H 2.5070 -2.9758 -3.1527
H -2.2318 2.9909 -3.3424
H -4.9908 -0.4723 -2.4302
H -1.0975 -3.5770 0.1508
H -3.4103 -1.1516 -1.9885
H 4.3483 -1.4947 -3.8733
H -3.8593 1.0610 -4.0845
H 3.8772 -0.6940 3.8354
H -0.8801 -3.8359 -1.9990
H 0.5630 -3.7377 -2.9947
H 2.9625 5.8979 2.9032
H -5.5440 2.0091 0.3862
H -5.8621 0.3042 -0.0568
H -0.5310 2.9081 -3.8589
H 2.1548 -1.2007 2.1565
H 4.0669 4.0323 4.0726
*
```


2.
Below is a cluster of 2 separate species, C22H26N2O4 in total at a distorted geometry, with properties calculated with ωB97M-V with the def2-TZVPD basis set.

The energy above the lowest of the compared OMol25 structures with the same formula, charge and spin is 530.73 kJ/mol. The frontier orbital gap is 4.040 eV. The HOMO energy comes out at -5.47 eV.

Structure (ORCA input):
```
! RIJCOSX wB97M-V def2-TZVPD def2/J DEFGRID3
* xyz 0 1
O -1.2979 0.3425 -2.1908
O 1.3977 0.7136 1.3234
O 0.5203 1.5476 -2.8066
O -2.9747 2.3873 -0.4981
N 2.2565 -2.7209 1.3212
N 3.3135 -1.2235 2.4850
C -0.5792 1.3194 -2.0410
C -4.1177 -2.9059 1.1706
C 2.1632 -1.4664 1.8252
C 3.4811 -3.2694 1.6804
C -5.0357 -2.3705 0.2563
C -0.6417 2.3881 -1.0450
C -1.2409 -0.4887 0.8034
C -3.4681 -0.6224 -0.2643
C -1.8654 2.9008 -0.4643
C 3.6410 -0.0187 3.2134
C 2.0054 1.0233 -4.5408
C 0.4618 3.3723 -0.9394
C -4.7035 -1.2139 -0.4640
C -2.5304 -1.1395 0.6542
C -0.0478 4.4581 0.0376
C -1.5485 4.2384 0.2165
C -2.8883 -2.2890 1.3982
C 4.1433 -2.3302 2.3906
C 1.2710 -3.4472 0.5408
C 1.1059 -0.4754 1.5481
C 0.6517 0.6902 -3.9626
C -0.2574 -1.0107 1.5702
H 4.1645 -0.3051 4.1309
H 5.1231 -2.3286 2.8240
H 2.7274 0.5307 3.4486
H -0.3992 -1.8450 2.2582
H 0.5249 -2.7672 0.1269
H 1.3703 2.8899 -0.5492
H 2.2095 0.4087 -5.4173
H -0.1579 0.9162 -4.6745
H 1.7829 -3.9688 -0.2794
H 3.7641 -4.2704 1.4069
H 0.7150 3.8115 -1.9229
H -2.1995 -2.6939 2.1402
H 0.2137 5.4690 -0.2966
H -4.3628 -3.8197 1.7080
H -2.1474 5.0445 -0.2221
H -6.0057 -2.8397 0.1064
H -1.0760 0.4258 0.2324
H 2.7967 0.8337 -3.8083
H -5.3961 -0.7770 -1.1829
H 0.4395 4.2727 1.0008
H 0.7580 -4.1957 1.1641
H 2.0573 2.0775 -4.8383
H -1.8106 4.2054 1.2792
H 0.5895 -0.3649 -3.6622
H 4.2954 0.6298 2.6207
H -3.1920 0.2712 -0.8117
*
```


3.
Below is an isolated molecule of C22H26N2O6 at a distorted geometry, with properties calculated with ωB97M-V with the def2-TZVPD basis set.

Its SMILES is CCCCCOc1ccc(C(=O)OCC(=O)Nc2cc(C)c(C)cc2[N+](=O)[O-])cc1. The energy above the lowest of the compared OMol25 structures with the same formula, charge and spin is 236.73 kJ/mol. The frontier orbital gap is 8.147 eV. The HOMO energy comes out at -8.71 eV.

Structure (ORCA input):
```
! RIJCOSX wB97M-V def2-TZVPD def2/J DEFGRID3
* xyz 0 1
O -2.8444 2.6936 2.8348
O 2.1897 -0.9675 -2.0088
O 3.3450 -5.6039 -1.0597
O 3.2392 -7.1908 -2.4921
O 0.3317 -2.0509 0.0647
O 2.0107 -0.7512 0.7677
N 2.6164 -3.1984 -1.6963
N 3.0807 -6.0274 -2.1837
C -2.4255 3.9162 3.4149
C 0.3134 1.1358 1.7913
C -0.1823 -0.0344 1.2244
C -2.4180 0.6703 1.7596
C 2.5770 -5.1305 -3.1634
C -3.6774 4.6539 3.8799
C -2.5380 6.1589 5.6042
C -0.5427 2.0707 2.3383
C 2.3489 -3.7558 -2.9302
C 1.8465 -2.9989 -3.9897
C -1.5621 -0.2548 1.2137
C 1.0351 -2.6772 -6.3199
C -3.3907 6.0824 4.3387
C 2.3012 -5.6729 -4.4238
C -1.9201 1.8488 2.3298
C 1.5755 -3.5437 -5.2308
C 1.8100 -4.9120 -5.4594
C -2.3888 7.5961 6.0896
C 0.7013 -1.0442 0.6257
C 2.8800 -1.6954 0.1703
C 2.4992 -1.8978 -1.3046
C 1.5314 -5.5293 -6.7930
H 1.3772 1.3124 1.7974
H -1.5473 5.7449 5.4093
H -3.3617 8.0246 6.3197
H 3.8790 -1.2587 0.2345
H -1.8893 4.5209 2.6705
H -1.9180 8.2096 5.3246
H 0.9118 -1.6552 -5.9744
H -1.9370 -1.1635 0.7685
H -3.4853 0.5159 1.7609
H 1.7759 -6.5875 -6.7843
H 1.6632 -1.9515 -3.8166
H -2.8926 6.6285 3.5341
H -0.1309 2.9702 2.7679
H 2.8410 -2.6414 0.7211
H 0.0704 -3.0522 -6.6591
H -3.0033 5.5581 6.3885
H -4.3795 4.6748 3.0442
H -1.7555 3.7171 4.2605
H -1.7756 7.6359 6.9866
H -4.3446 6.5781 4.5311
H 2.1192 -5.0424 -7.5701
H 2.4888 -6.7273 -4.5630
H 2.9045 -3.8911 -1.0016
H 1.7077 -2.6802 -7.1768
H 0.4800 -5.4170 -7.0542
H -4.1413 4.0872 4.6887
*
```


4.
Below is an isolated molecule of C22H26N2O7S2 at a distorted geometry, with properties calculated with ωB97M-V with the def2-TZVPD basis set.

Its SMILES is O=S(=O)(NC[C@H]1CCCO1)c1ccc2oc3ccc(S(=O)(=O)NC[C@@H]4CCCO4)cc3c2c1. The energy above the lowest of the compared OMol25 structures with the same formula, charge and spin is 0.00 kJ/mol. The frontier orbital gap is 9.059 eV. The HOMO energy comes out at -8.95 eV.

Structure (ORCA input):
```
! RIJCOSX wB97M-V def2-TZVPD def2/J DEFGRID3
* xyz 0 1
S -3.4407 -0.4141 -0.4569
S 4.7000 1.3623 1.7315
O -6.0332 1.6221 1.8241
O 3.1613 0.4469 -1.4892
O -4.2869 -1.2314 -1.2801
O 3.8589 2.4966 1.9847
O -3.0347 0.8754 -0.9428
O 5.8050 1.1009 2.6080
O 1.3582 -3.3997 1.0912
N -4.1358 -0.2546 1.0525
N 5.3546 1.4555 0.1930
C -0.9849 -3.5034 0.3875
C -6.4813 0.5340 1.0230
C 4.6563 2.2492 -0.7934
C 4.2796 -1.3328 1.8370
C -2.0730 -2.7320 0.0203
C 4.1199 1.3921 -1.9523
C 0.1833 -2.8323 0.7128
C 4.4917 -0.6972 -3.0473
C 3.5678 -0.8610 -1.8432
C 0.2780 -1.4234 0.6747
C 3.5548 -2.5032 1.6971
C 3.6859 -0.0993 1.6036
C -5.8906 2.4215 -0.3733
C -6.1528 2.8175 1.0780
C 2.3692 0.0386 1.2256
C 5.2139 0.5948 -2.6768
C -1.9800 -1.3470 -0.0213
C -6.5292 1.0314 -0.4365
C 1.6294 -1.1250 1.0665
C 2.2317 -2.3803 1.3027
C -0.8246 -0.6680 0.2987
C -5.5138 -0.6409 1.2462
H -4.8198 2.3511 -0.5652
H -5.6221 -1.0065 2.2720
H -0.7923 0.4068 0.2356
H -7.1681 3.2266 1.1916
H 5.3022 3.0299 -1.2039
H -3.9643 0.6604 1.4476
H -5.7319 -1.4452 0.5438
H -6.3328 3.1216 -1.0780
H 6.3513 1.5813 0.2411
H -7.5630 1.0934 -0.7766
H -7.4816 0.2244 1.3622
H 2.6683 -1.4434 -2.0541
H 3.9047 -0.5594 -3.9559
H -1.0334 -4.5795 0.4197
H 3.9923 -3.4712 1.8791
H -3.0104 -3.1855 -0.2575
H 4.1075 -1.3253 -1.0050
H 5.3135 -1.3468 2.1421
H 6.0250 0.3818 -1.9803
H 5.1620 -1.5431 -3.1775
H 5.6075 1.1296 -3.5378
H -5.9822 0.3639 -1.0981
H -5.4340 3.5321 1.4816
H 3.6016 2.0679 -2.6490
H 3.8129 2.7257 -0.2874
H 1.9493 1.0162 1.0642
*
```


5.
Below is a structure of composition C22H26N3NaO4, with properties calculated with ωB97M-V with the def2-TZVPD basis set.

The energy above the lowest of the compared OMol25 structures with the same formula, charge and spin is 74.28 kJ/mol. The frontier orbital gap is 3.524 eV. The HOMO energy comes out at 0.50 eV.

Structure (ORCA input):
```
! RIJCOSX wB97M-V def2-TZVPD def2/J DEFGRID3
* xyz -2 1
Na -0.7997 0.3832 1.0225
O -0.1042 2.5115 0.3544
O 0.1694 0.4727 -2.7634
O -1.8057 -0.2137 3.0576
O -1.9281 -0.9398 -0.4563
N -1.7951 -1.9292 -2.4659
N 0.8458 -1.1195 2.7243
N 1.7251 0.2995 0.4197
C -3.2176 -1.5445 4.3956
C 2.2174 -1.1827 2.2909
C -1.9631 -1.2502 3.7450
C 2.1194 2.5089 -0.5315
C 0.8069 3.0789 -0.2898
C 1.6106 5.0767 -1.5101
C -2.3921 -3.6155 5.3455
C -0.9257 -2.2399 3.9612
C 2.3205 -0.9636 0.7848
C 1.2021 0.8583 -3.2493
C 0.4001 -2.1012 3.4016
C -3.4134 -2.6679 5.1525
C 1.2678 2.1827 -3.9800
C 2.8876 4.5178 -1.6950
C 0.6205 4.3991 -0.8489
C -2.4847 -1.2644 -1.5080
C -1.1765 -3.3763 4.7404
C 3.1042 3.2483 -1.1973
C 2.4738 0.0447 -3.1812
C -3.9409 -0.9674 -1.8537
C 2.4853 1.1737 -0.0990
C -4.7488 -1.9464 -2.7037
H 3.5521 0.9266 -0.2699
H 1.7789 -1.7678 0.2752
H 3.2835 0.6516 -2.7734
H -4.3864 -2.8351 5.6072
H 2.7651 -0.2520 -4.1935
H 2.7812 -0.3777 2.7783
H -0.3658 -4.0920 4.8639
H 3.6688 5.0611 -2.2116
H 4.0803 2.7830 -1.3271
H 2.6982 -2.1414 2.5593
H -0.7955 -1.8317 -2.4606
H 0.4657 2.2124 -4.7186
H -4.6967 -2.9575 -2.2706
H -4.0167 -0.8289 4.2398
H 3.3830 -1.0177 0.4842
H 1.0741 -2.9514 3.6278
H -3.8779 -0.0114 -2.3959
H -2.3117 -2.1708 -3.2972
H 2.3149 -0.8364 -2.5632
H -4.3501 -2.0015 -3.7339
H -4.4105 -0.7317 -0.8938
H -0.3602 4.8391 -0.7089
H 1.4017 6.0695 -1.8999
H 2.2297 2.3534 -4.4633
H 1.0931 2.9806 -3.2554
H -2.5597 -4.5061 5.9384
*
```


6.
Below is an isolated molecule of C22H26N4O, with properties calculated with ωB97M-V with the def2-TZVPD basis set.

Its SMILES is CCN1CCN(C(=O)CCc2nc3ccccc3n2-c2ccccc2)CC1. The energy above the lowest of the compared OMol25 structures with the same formula, charge and spin is 49.65 kJ/mol. The frontier orbital gap is 8.731 eV. The HOMO energy comes out at -7.97 eV.

Structure (ORCA input):
```
! RIJCOSX wB97M-V def2-TZVPD def2/J DEFGRID3
* xyz 0 1
O 0.6346 1.4463 1.5772
N 0.0114 -0.8134 -1.4387
N -4.1181 0.9659 0.4998
N -1.2523 1.3095 0.3705
N 2.0128 -0.4907 -0.5060
C 0.9930 1.4166 -1.7873
C -0.3570 -3.1214 -0.5262
C -3.2772 0.7909 1.6615
C 3.2146 0.1411 -0.1325
C -1.8373 0.3866 1.3281
C 0.3403 -1.9351 -0.7201
C -4.8548 -0.1776 0.0139
C 5.3113 1.1377 -0.7320
C 2.1873 -2.7143 0.6820
C -3.4891 1.8378 -0.4593
C 5.5803 1.3707 0.6064
C 3.4845 0.3664 1.2116
C 0.0314 1.6787 0.5407
C 1.4765 -3.8835 0.8645
C -2.0404 1.4670 -0.8305
C 0.2273 -4.0814 0.2730
C 4.6682 0.9827 1.5740
C 4.1321 0.5188 -1.1059
C 1.0076 0.0133 -1.2874
C 0.7430 2.3864 -0.6102
C 1.5998 -1.7414 -0.1090
C -4.0760 -1.3966 -0.4972
H 0.1903 3.2654 -0.9422
H -1.3189 -3.2761 -0.9894
H 2.7510 0.0891 1.9518
H 6.0236 1.4328 -1.4883
H -1.8045 -0.6210 0.8992
H 3.9258 0.3148 -2.1470
H -1.2184 0.4068 2.2265
H -5.5030 0.1880 -0.7884
H 1.8952 -4.6660 1.4800
H 6.5021 1.8540 0.8941
H -3.7238 0.0440 2.3193
H -4.7820 -2.1288 -0.8839
H 4.8758 1.1660 2.6174
H -3.5113 -1.8641 0.3054
H 1.9392 1.6688 -2.2678
H -2.0053 0.5322 -1.4017
H -3.3922 -1.1267 -1.2973
H -0.2898 -5.0137 0.4470
H -4.0941 1.8711 -1.3670
H -5.5028 -0.5023 0.8359
H -3.2527 1.7500 2.1940
H 3.1545 -2.5603 1.1368
H -1.6354 2.2686 -1.4454
H -3.4759 2.8431 -0.0173
H 1.6994 2.7191 -0.2020
H 0.1995 1.4849 -2.5306
*
```


7.
Below is an isolated molecule of C22H26N4O3S at a distorted geometry, with properties calculated with ωB97M-V with the def2-TZVPD basis set.

Its SMILES is Cc1ccc(CNC(=O)CN(c2ccc(C)cc2)S(=O)(=O)c2c(C)n[nH]c2C)cc1. The energy above the lowest of the compared OMol25 structures with the same formula, charge and spin is 225.48 kJ/mol. The frontier orbital gap is 9.211 eV. The HOMO energy comes out at -8.66 eV.

Structure (ORCA input):
```
! RIJCOSX wB97M-V def2-TZVPD def2/J DEFGRID3
* xyz 0 1
S 0.9938 1.7556 -1.1237
O 1.5957 1.0984 -2.2468
O 1.1650 3.1724 -0.9843
O -0.4365 1.8244 3.0617
N -2.6810 0.5445 -1.5494
N 1.5948 1.0208 0.2651
N -2.9315 1.5842 -0.7481
N 0.0991 -0.1835 2.1785
C -1.7656 2.1269 -0.4616
C -1.0009 -0.9247 2.7612
C -4.6184 -2.7416 -1.3997
C -1.5740 -2.4099 0.8211
C 2.1992 -1.1750 -0.5117
C -1.9528 -1.3956 1.6931
C 5.4228 -3.1605 -0.3727
C 1.4019 1.7306 1.5035
C -4.0606 -1.2455 0.5451
C -0.8484 -0.6854 -2.6836
C -3.6884 -2.2610 -0.3258
C 2.5562 0.0022 0.1380
C 0.2482 1.1448 2.3250
C 4.7608 -0.8925 0.4731
C -3.2010 -0.8120 1.5385
C 3.1226 -2.1906 -0.6755
C 4.4149 -2.0687 -0.1821
C -2.4312 -2.8363 -0.1753
C -0.7304 1.3938 -1.0972
C 3.8515 0.1356 0.6278
C -1.3672 0.3820 -1.7969
C -1.6455 3.3398 0.3805
H -1.5014 -0.2474 3.4559
H 0.6705 -0.6612 1.4982
H -5.0302 -0.7807 0.4434
H -2.1289 -3.6339 -0.8402
H 4.1526 1.0495 1.1173
H -2.5746 3.9011 0.3361
H 6.0728 -3.2440 0.4955
H -0.6038 -2.8756 0.9297
H -3.4429 -0.0249 -1.8825
H 5.7641 -0.7736 0.8562
H -5.0665 -3.6910 -1.1060
H -3.5025 -0.0119 2.1966
H -1.4606 3.0681 1.4195
H -0.5972 -1.7800 3.3150
H 1.1976 -1.2766 -0.8986
H -1.4514 -0.7485 -3.5882
H 2.3027 1.7065 2.1243
H -4.0844 -2.9057 -2.3344
H 4.9343 -4.1169 -0.5425
H -0.8909 -1.6524 -2.1805
H 6.0476 -2.9408 -1.2387
H -0.8186 3.9493 0.0252
H 1.1759 2.7738 1.2728
H 0.1796 -0.4566 -2.9524
H -5.4232 -2.0298 -1.5687
H 2.8319 -3.0948 -1.1911
*
```


8.
Below is a structure of composition C22H26N4OS at a distorted geometry, with properties calculated with ωB97M-V with the def2-TZVPD basis set.

The energy above the lowest of the compared OMol25 structures with the same formula, charge and spin is 1613.31 kJ/mol. The frontier orbital gap is 7.478 eV. The HOMO energy comes out at -7.32 eV.

Structure (ORCA input):
```
! RIJCOSX wB97M-V def2-TZVPD def2/J DEFGRID3
* xyz 0 1
S 2.9452 -2.9743 -0.6211
O -3.0134 0.7458 0.6435
N 2.6684 -0.8528 0.7906
N -1.2947 -1.4626 0.8819
N 0.7732 -2.3553 0.3394
N -2.5060 2.2739 -1.0711
C -3.3563 -2.7276 0.1929
C 0.0489 1.8750 -1.1775
C 2.3206 2.0594 -1.1385
C 0.5668 0.1204 1.5901
C -4.3360 0.6892 -1.1968
C 2.0981 -1.7734 0.1254
C 0.1079 0.7627 -1.6391
C 1.7894 2.2262 2.6280
C -1.9027 -2.8369 0.8258
C 2.4854 1.2386 1.7974
C 3.7722 0.3319 -2.3076
C -3.3263 1.2979 -0.5173
C -4.6494 -0.9576 -0.6545
C -3.5191 -1.6945 -0.7640
C 1.4012 0.3378 -2.0801
C 2.5946 0.9246 -1.9085
C 0.3705 1.8585 2.7560
C 1.1638 2.6542 -0.8246
C 1.9210 0.2341 1.3432
C -0.2515 0.7968 2.2632
C -1.2210 2.6246 -0.5318
C 0.0802 -1.2946 0.9739
H -4.8169 -0.5881 0.2898
H -0.9935 0.2979 -1.6795
H 3.8436 0.3199 -3.3800
H 3.7960 -0.6818 -2.1844
H -4.1530 0.5295 -2.1638
H -5.2378 1.2382 -1.2592
H -3.9594 -2.2567 1.3185
H 1.1624 3.7436 -0.5090
H -5.6056 -1.2416 -1.1303
H -0.1932 2.7323 3.5886
H -2.0794 -0.8671 1.7094
H -1.2996 2.6221 0.4575
H -1.2535 0.7381 2.2213
H 3.4630 1.5349 1.8834
H -2.5203 2.1102 -2.0321
H 3.3087 2.7603 -1.2988
H -1.3397 -3.2543 -0.1736
H 4.7707 0.9086 -2.0732
H 1.2712 -0.6846 -2.5546
H 2.2096 3.1126 3.0333
H -2.4263 -1.2023 -0.9584
H -1.7821 -3.7841 1.4666
H -3.6824 -2.2257 -1.8938
H -3.7326 -3.5852 0.0937
H -1.1278 3.5988 -0.6941
H 3.7051 -0.7534 0.7264
*
```